{
  "formula": "C50H59BrClF12N2O34S",
  "method": "the ωB97M-V functional and the def2-TZVPD basis",
  "symbols": ["Br", "Cl", "S", "F", "F", "F", "F", "F", "F", "F", "F", "F", "F", "F", "F", "O", "O", "O", "O", "O", "O", "O", "O", "O", "O", "O", "O", "O", "O", "O", "O", "O", "O", "O", "O", "O", "O", "O", "O", "O", "O", "O", "O", "O", "O", "O", "O", "O", "O", "N", "N", "C", "C", "C", "C", "C", "C", "C", "C", "C", "C", "C", "C", "C", "C", "C", "C", "C", "C", "C", "C", "C", "C", "C", "C", "C", "C", "C", "C", "C", "C", "C", "C", "C", "C", "C", "C", "C", "C", "C", "C", "C", "C", "C", "C", "C", "C", "C", "C", "C", "C", "H", "H", "H", "H", "H", "H", "H", "H", "H", "H", "H", "H", "H", "H", "H", "H", "H", "H", "H", "H", "H", "H", "H", "H", "H", "H", "H", "H", "H", "H", "H", "H", "H", "H", "H", "H", "H", "H", "H", "H", "H", "H", "H", "H", "H", "H", "H", "H", "H", "H", "H", "H", "H", "H", "H", "H", "H", "H", "H"],
  "positions_angstrom": [[-0.7865, 0.7290, -5.5428], [-1.5480, 0.3186, 0.0228], [-1.4367, -1.3250, -3.0781], [8.1071, -1.3980, -2.7382], [5.5619, -6.7511, 4.1612], [-3.8422, -0.7908, -4.3017], [-5.0757, -4.2244, 5.0664], [-3.4499, -2.8061, -3.6533], [-2.4705, -2.0415, -5.4083], [2.0079, 9.4710, 3.2114], [-4.9461, 11.5859, -3.1341], [7.0290, -3.2435, -0.2520], [5.1047, -4.4207, 12.4293], [-2.1007, 7.7870, 1.7271], [-8.1499, -4.2458, -6.0447], [-5.1208, 7.3138, -1.9337], [-5.2698, -5.9824, -5.2909], [-1.4745, 5.7520, 0.9281], [5.5158, -6.7164, 8.6500], [-3.3597, 8.6840, -2.1806], [6.5994, -4.7723, 3.8393], [10.6542, -5.8090, -0.2497], [-1.7572, -1.9374, -1.8260], [-0.3077, -1.8156, -3.7947], [8.6791, -6.0825, 0.8006], [-3.4373, 4.9856, 0.2531], [-1.2437, 10.4948, 0.3611], [6.6842, 0.8438, -0.5359], [2.0787, -5.2163, 0.7654], [6.7407, -5.0161, 9.4592], [-6.9683, -4.9737, -4.2630], [5.1334, -5.8962, 10.7172], [0.2484, 11.8115, 1.4009], [2.7718, 3.7461, -4.8030], [-5.4647, -4.7527, 2.9054], [-1.6568, 3.6186, 0.2469], [-5.5016, -6.2025, -3.0612], [-7.4007, -5.8354, 3.0953], [-5.4138, 9.5027, -2.3899], [-6.3263, -5.8257, 1.1150], [6.7037, 0.3718, -2.7112], [8.9360, -4.3892, -0.6229], [6.3216, -3.8340, 5.8352], [2.4623, -3.2518, -0.2476], [0.4021, 9.6064, 1.6277], [-5.7486, 0.8506, 1.0805], [-2.7615, 1.6631, -4.0982], [5.2489, 1.8952, -1.9091], [7.1698, -2.6132, 4.1416], [-1.9359, 1.0128, -1.5296], [-3.6714, 3.3438, -2.7392], [-3.6403, 1.9379, -3.0273], [9.5435, -5.4684, -0.0391], [6.3785, -5.8456, 4.7455], [-2.3016, 6.9114, 0.7332], [0.5717, -4.5510, -0.9767], [-3.6886, 6.3084, 0.7669], [7.9012, -0.1826, -2.1850], [-4.6799, 8.3973, -2.1530], [1.7913, 2.8333, -4.3542], [-6.3944, -5.5125, 2.2526], [-1.1091, 0.4791, -2.6887], [6.6471, -4.1882, 10.6252], [-5.0456, 0.4130, 0.2050], [-2.9197, -1.7356, -4.2123], [-3.4410, 1.0003, -1.8150], [7.5877, -0.2621, -0.7045], [1.7485, -4.4195, -0.0607], [-0.7434, 2.8969, -3.6384], [7.5497, -4.4952, -0.3900], [-7.0509, -5.3984, 4.4117], [7.4926, -5.2837, 0.9001], [0.3911, 3.4112, -4.5222], [1.9629, 0.0787, -0.4218], [6.1273, 1.1162, -1.7323], [-5.9026, -2.8958, -1.3326], [-3.2046, 10.0450, -2.6169], [-4.1000, -3.2656, 0.1976], [5.7694, -5.9526, 9.5230], [5.9178, -5.0999, 11.5926], [-6.0943, -5.4296, -6.3210], [0.4012, 0.5212, -2.3724], [2.1034, -2.2287, 0.6916], [1.2813, 11.5798, 2.3675], [-4.9909, -3.7578, -0.7433], [1.0388, -0.5584, -1.4663], [-0.2947, 10.6264, 1.0634], [2.8279, -0.9476, 0.3178], [-4.5549, 10.6334, -2.2651], [-2.1447, 4.6982, 0.4575], [-5.8718, -5.7722, -4.0976], [5.7345, -5.1452, 5.9218], [1.6365, 10.1326, 2.0950], [-6.0395, -4.3089, 4.1190], [-4.2857, 1.4525, -0.6322], [-5.9063, -1.5476, -1.0121], [6.7382, -3.6294, 4.5724], [-1.3878, 1.4990, -3.8605], [-6.9002, -4.4009, -5.5544], [-4.9908, -1.0494, -0.0845], [-4.0913, -1.9175, 0.5162], [7.0752, -1.1871, -0.4573], [-1.6738, 2.0038, -1.3948], [-5.0875, 2.0765, -1.0278], [0.8755, 11.6987, 3.3725], [-4.6110, 3.6792, -2.5910], [-4.6297, 11.0261, -1.2504], [-0.4531, 3.0638, -2.5960], [-0.2317, -3.8969, -0.6371], [5.9518, -5.6069, 6.8812], [7.6347, -3.8884, 10.9614], [8.7386, 0.4670, -2.4437], [1.3242, 0.5546, 0.3303], [3.1704, -0.4839, 1.2423], [6.6114, -5.9120, 0.9920], [7.5675, -4.6289, 1.7636], [8.4582, -0.1475, -0.0657], [-7.9302, -5.0496, 4.9443], [0.0787, 3.4554, -5.5655], [-6.4292, -3.4176, -5.4839], [-6.5879, -6.2199, 4.9598], [2.4180, -2.5573, 1.6835], [0.3290, -1.1902, -0.9540], [-6.4696, -3.3170, 3.9687], [0.2415, -5.5831, -0.9960], [0.8529, -4.2082, -1.9704], [2.1052, 12.2705, 2.2184], [1.9914, 2.7022, -3.2902], [7.0744, -4.9768, -1.2455], [-1.5691, 3.5838, -3.8059], [-2.0343, 7.3817, -0.2138], [-3.0393, 10.0615, -3.6944], [-4.9756, -4.8057, -1.0006], [6.0494, -3.3051, 10.3977], [2.3985, 9.9869, 1.3279], [-6.6204, -0.8727, -1.4680], [0.6253, 1.4971, -1.9506], [2.5652, 0.8618, -0.8823], [3.7158, -1.1870, -0.2649], [6.5644, -5.7527, 12.1805], [-3.6999, -0.0270, -2.0502], [1.0164, -2.1069, 0.7321], [-4.3953, 6.8392, 0.1412], [-4.0679, 6.2339, 1.7860], [1.6495, -1.2188, -2.0804], [-4.6321, 1.6821, -3.3990], [1.9099, 1.8580, -4.8323], [-5.4834, -5.0074, -7.1132], [0.8786, 0.4153, -3.3424], [2.6903, 3.8542, -5.7557], [-3.3872, -3.9220, 0.6750], [0.5089, 4.4581, -4.2303], [-6.7434, -6.2054, -6.7285], [-3.7390, 2.1015, 0.0472], [-6.6061, -3.2713, -2.0634], [7.3332, -6.3239, 4.9686], [-3.3824, -1.5603, 1.2505], [-3.1064, 3.6289, -1.9557], [-2.3756, 10.5228, -2.1033], [4.6553, -5.0672, 5.7831]],
  "forces_ev_per_a": [[0.1, 0.0, 0.0], [-0.1, 0.2, 0.1], [0.4, -0.8, 0.4], [-0.1, 0.0, 0.0], [0.0, 0.1, 0.0], [-0.1, 0.1, 0.1], [0.0, -0.1, 0.0], [-0.1, -0.1, 0.0], [0.0, 0.1, -0.1], [-0.1, 0.0, 0.0], [0.0, -0.1, -0.1], [0.0, -0.2, 0.0], [-0.1, 0.0, -0.1], [0.1, -0.1, 0.2], [0.0, -0.1, 0.0], [0.0, -0.1, 0.0], [0.0, 0.0, 0.0], [0.1, 0.1, -0.3], [-0.1, 0.0, 0.1], [0.0, 0.1, 0.0], [0.2, -0.1, 0.2], [0.1, 0.0, 0.0], [-0.6, 0.3, 0.2], [0.0, 0.3, -0.2], [-0.1, 0.0, 0.0], [0.0, -0.1, -0.1], [-0.1, -0.1, -0.1], [0.1, -0.1, 0.0], [0.0, 0.0, 0.0], [0.0, 0.1, 0.0], [0.2, 0.2, 0.1], [0.2, -0.2, 0.1], [0.0, 0.0, 0.0], [0.0, 0.0, -0.1], [-0.1, 0.2, -0.1], [-0.1, -0.1, -0.4], [0.0, 0.0, 0.1], [0.0, 0.0, 0.1], [0.0, 0.0, 0.3], [0.0, -0.1, 0.0], [0.2, 0.2, 0.0], [-0.1, -0.2, -0.2], [0.0, -0.1, 0.1], [-0.5, 0.2, -0.2], [0.1, 0.0, -0.3], [0.1, 0.1, 0.0], [-0.1, -0.8, 0.1], [-0.1, -0.1, 0.0], [0.0, 0.1, 0.0], [-0.4, -0.3, 0.2], [0.0, -0.1, 0.1], [-0.5, 0.3, 0.1], [0.0, 0.1, 0.1], [-0.1, 0.1, -0.1], [-0.1, 0.0, 0.0], [0.2, 0.0, -0.2], [-0.1, 0.2, 0.0], [-0.2, -0.1, 0.1], [0.0, 0.0, -0.2], [0.0, -0.1, 0.2], [0.0, -0.1, 0.1], [0.5, 0.6, -0.6], [0.1, 0.1, 0.0], [0.1, 0.0, 0.6], [0.1, -0.1, 0.0], [0.2, 0.1, 0.1], [0.1, 0.1, 0.1], [0.1, -0.1, 0.2], [-0.1, 0.3, 0.0], [0.1, 0.0, 0.1], [-0.1, 0.0, 0.1], [0.0, -0.1, -0.1], [0.2, 0.4, 0.1], [-0.6, -0.2, 0.2], [-0.2, 0.0, 0.0], [0.0, 0.0, -0.2], [0.2, 0.1, 0.1], [0.0, 0.1, -0.1], [-0.1, 0.0, 0.0], [-0.1, 0.1, -0.1], [0.0, 0.0, -0.1], [-0.1, -0.9, 0.3], [0.6, -0.3, 0.4], [0.1, 0.1, 0.0], [0.1, 0.0, 0.1], [0.8, 0.1, 0.0], [0.0, 0.1, 0.1], [-0.1, 0.4, 0.0], [0.0, 0.0, -0.2], [0.0, -0.1, 0.3], [-0.1, -0.1, -0.1], [0.1, 0.0, 0.1], [-0.1, 0.0, 0.1], [0.1, -0.1, 0.0], [-0.1, -0.1, -0.2], [0.2, 0.1, 0.0], [-0.1, 0.0, -0.1], [-0.2, 0.3, -0.1], [-0.1, -0.1, 0.0], [-0.1, -0.1, -0.5], [0.1, 0.0, 0.2], [0.0, 0.0, -0.1], [0.1, 0.0, 0.1], [0.0, 0.1, 0.0], [0.0, -0.1, 0.0], [0.0, 0.2, 0.0], [0.0, 0.1, 0.0], [0.0, -0.2, 0.1], [-0.1, 0.0, 0.1], [0.1, 0.2, -0.1], [0.1, -0.1, -0.1], [0.0, -0.1, 0.0], [0.0, 0.3, -0.1], [0.2, 0.1, 0.0], [0.1, -0.1, 0.0], [0.0, 0.1, -0.1], [0.0, 0.2, 0.0], [-0.1, 0.0, -0.1], [0.0, -0.2, -0.1], [-0.1, 0.1, -0.1], [0.1, 0.0, 0.0], [0.0, -0.1, 0.0], [-0.2, -0.1, -0.1], [0.0, 0.0, 0.1], [-0.2, 0.0, 0.0], [0.0, 0.0, -0.1], [-0.1, 0.0, -0.2], [0.1, 0.0, 0.0], [-0.1, 0.1, 0.0], [-0.1, 0.0, -0.1], [0.1, 0.0, 0.0], [-0.1, 0.0, 0.0], [-0.1, 0.0, 0.0], [-0.1, 0.0, 0.1], [0.1, -0.1, 0.1], [-0.1, 0.0, 0.0], [-0.1, 0.1, -0.1], [0.2, 0.0, 0.1], [0.0, -0.2, 0.0], [0.0, 0.0, 0.1], [0.2, -0.2, -0.2], [-0.1, 0.0, -0.1], [-0.1, -0.2, -0.2], [0.1, 0.0, 0.1], [-0.1, -0.1, -0.1], [0.1, -0.1, -0.2], [0.0, 0.0, -0.1], [0.1, 0.0, 0.1], [0.1, 0.4, -0.1], [0.0, 0.0, 0.0], [0.0, -0.1, 0.0], [-0.1, 0.1, 0.0], [-0.1, 0.0, 0.0], [0.1, 0.1, 0.1], [-0.1, -0.1, 0.0], [0.0, -0.1, 0.0], [0.0, 0.1, 0.1], [0.1, 0.2, 0.2], [0.0, -0.2, 0.2], [0.0, -0.1, -0.1]],
  "mulliken_charge": [0.039, 0.075, 1.101, -0.271, -0.275, -0.163, -0.288, -0.175, -0.215, -0.270, -0.278, -0.252, -0.279, -0.302, -0.300, -0.557, -0.322, -0.390, -0.545, -0.276, -0.170, -0.506, -0.131, -0.643, -0.334, -0.221, -0.488, -0.307, -0.554, -0.307, -0.303, -0.305, -0.333, -0.560, -0.243, -0.549, -0.499, -0.327, -0.338, -0.459, -0.293, -0.315, -0.342, -0.264, -0.216, -0.588, -0.293, -0.555, -0.515, 0.155, -0.158, -1.554, 0.578, 0.274, 0.507, -0.335, -0.319, 0.275, 0.700, -0.189, 0.616, -0.031, -0.406, -0.988, 0.529, 1.720, 0.024, 0.461, -0.536, 0.297, -0.451, -0.129, -1.473, -0.582, 0.665, -0.858, -0.342, -1.041, 0.692, 0.296, -0.477, -1.487, -0.522, -0.428, -0.557, -0.344, 0.600, -0.792, 0.310, 0.540, 0.719, -0.088, 0.292, 0.290, -0.508, -0.180, 0.600, 1.111, 0.482, 0.501, 0.356, -0.005, 0.530, 0.442, 0.287, 0.433, 0.305, 0.315, -0.275, -0.035, 0.266, 0.287, 0.206, 0.487, 0.329, 0.105, 0.270, 0.271, 0.552, 0.135, 0.283, 0.499, 0.057, 0.302, 0.452, 0.307, 0.272, 0.183, 0.170, 0.507, 0.252, 0.253, 0.612, 0.282, 0.274, 0.564, 0.532, 0.289, 0.216, 0.288, -0.723, 0.187, 0.107, 0.285, 0.695, 0.703, 0.202, 0.288, 0.306, 0.347, 0.494, 0.445, 0.299, 0.013, 0.531, 0.284, 0.681, -0.044, 0.225, 0.266],
  "lumo_energy_ev": -3.53,
  "total_energy_ev": -251404.0849,
  "total_charge": 1,
  "homo_energy_ha": -0.4189
}